Computed, not measured: C27H68AsGaN4O2PSSi5 as an isolated structure at a distorted geometry, with the ωB97M-V functional and the def2-TZVPD basis.

XYZ file:
```
110
Properties=species:S:1:pos:R:3:forces:R:3:mulliken_charge:R:1
As -0.00626 2.55553 0.39886 0.474 0.518 0.124 0.52
Ga -0.22628 -0.73809 0.65783 -0.563 -0.063 0.128 -0.90
S 0.66582 -0.70689 2.87768 -0.133 -0.121 -1.126 -0.65
P 0.90070 -3.68411 -0.85290 0.028 1.578 0.091 -1.05
Si -2.88630 -0.73009 -1.41136 -0.195 -0.160 0.131 0.44
Si 1.77029 3.16015 -1.11399 -0.248 0.147 -0.370 0.38
Si -1.75811 3.99732 -0.26395 -0.623 -0.219 0.577 0.62
Si 1.03799 3.68935 2.24698 0.447 -0.518 -0.332 0.08
Si -3.16316 -0.58097 1.97678 -0.106 -0.686 -0.081 0.68
O 0.21017 -2.61712 -0.02409 0.106 0.383 -0.010 0.28
O 1.44792 -0.03413 0.03966 -0.283 -0.412 0.053 0.29
N 2.40691 -3.85510 -0.23443 0.839 -0.974 0.687 0.91
N -0.02030 -4.99195 -0.78886 -0.934 -2.046 -0.149 0.64
N 2.42465 -0.52195 0.81058 1.083 -0.451 0.464 0.86
N 1.17660 -3.32615 -2.42101 -0.094 0.251 -1.351 0.39
C 3.50722 3.04803 -0.44877 0.027 -0.232 0.950 -1.17
C 1.72036 -2.01720 -2.81574 0.380 0.240 -0.081 -0.74
C -3.04490 -2.52001 -2.00983 -0.209 0.212 1.412 -0.97
C 4.60655 -1.35447 2.25512 0.000 -0.386 0.539 -0.99
C -2.50905 0.80735 3.03152 0.263 -0.662 0.864 -0.69
C -3.10653 -2.23111 2.96355 0.217 -0.217 -1.233 -1.18
C -1.63484 5.81489 -0.05308 0.495 0.684 0.751 -1.16
C -1.31009 -5.05534 -0.06290 0.590 1.306 0.170 -0.60
C -2.17731 -0.81319 0.37107 -0.029 -0.343 -0.192 2.26
C -3.38507 3.63424 0.65190 0.234 0.530 0.649 -1.14
C 3.52169 -4.57455 -0.87282 -0.231 -0.047 -0.347 -1.08
C -2.03349 3.60533 -2.04119 0.455 -0.765 -1.389 -0.86
C 2.41899 -4.12852 1.20137 0.775 -0.308 0.624 -1.32
C 2.49921 2.58487 2.73507 -0.423 0.275 -0.360 -0.63
C 3.35428 -1.24554 2.83516 0.655 0.062 -0.690 -1.14
C 0.33439 -3.88659 -3.51010 0.231 0.003 1.389 -1.10
C 1.63775 5.40521 1.94881 0.971 0.673 -0.537 -1.00
C 0.48369 -6.27705 -1.36148 -0.415 0.787 0.857 -1.15
C -1.77104 0.07634 -2.64121 0.761 -0.403 -0.482 0.31
C 1.86572 2.09015 -2.65220 0.208 -1.142 0.098 -0.58
C 4.75068 -1.14419 0.89570 -1.211 0.853 -0.444 -0.80
C -0.19566 3.89249 3.58840 -1.247 0.298 -0.786 -1.04
C -4.98878 -0.23428 1.72770 -0.329 -1.296 -0.045 -1.49
C 3.62731 -0.71396 0.20885 0.088 -0.146 -0.617 -0.28
C -4.51075 0.14602 -1.68764 -0.842 0.644 0.120 -1.06
C 1.68702 4.91672 -1.70815 -0.343 1.471 -0.085 -1.05
C 2.22260 -0.82275 2.14258 0.373 0.084 -0.560 0.80
H -0.22491 -4.70971 -3.11405 -0.430 -0.294 0.048 0.39
H 1.70950 5.73814 -0.94990 -0.161 -0.837 -0.348 0.33
H -0.90391 -0.54275 -2.84353 0.628 -0.099 0.481 -0.80
H 2.67790 2.49469 -3.27937 -0.292 -0.037 0.138 0.45
H 3.39127 -3.80935 1.58923 -0.060 -0.032 -0.009 0.43
H 3.40934 -4.47095 -1.95477 0.086 -0.362 0.105 0.40
H 3.60184 -5.64102 -0.54295 -0.332 0.691 -0.397 0.29
H 3.29295 3.15640 3.23440 -0.278 -0.263 0.093 0.52
H -0.92327 4.68164 3.25912 0.521 -0.650 0.428 0.20
H 1.67482 -3.54987 1.72809 -0.351 -0.006 0.067 0.24
H 0.81486 6.08149 1.80556 -0.572 0.288 -0.458 0.31
H -1.86482 6.06816 1.00228 0.294 0.026 -0.501 0.31
H 0.66665 -6.95995 -0.53231 0.187 -0.173 -0.103 0.34
H 0.85071 -4.24400 -4.37676 0.936 -0.027 -0.322 0.28
H 0.28579 4.20097 4.47743 0.597 0.682 1.036 0.49
H -3.34551 1.24517 3.56109 -0.235 0.531 -0.100 0.68
H -0.22949 -6.75124 -2.04427 -0.010 0.310 0.071 0.39
H -3.94538 -2.14429 3.65097 0.166 -0.242 0.425 0.43
H 2.15899 5.86493 2.80291 0.080 -0.561 -0.016 0.42
H -3.30256 -3.12680 2.31246 -0.024 0.830 0.404 0.24
H -1.45080 1.07717 -2.39994 0.214 0.204 0.079 -0.28
H 0.95102 -1.32972 -3.18705 -0.195 -0.068 0.610 0.19
H -5.35071 0.03996 2.69854 -0.274 0.038 0.870 0.45
H -2.05864 -5.51777 -0.68349 -0.267 -0.261 -0.328 0.34
H -1.95154 1.51473 2.45078 0.045 0.688 -0.335 -0.36
H 3.65712 3.78637 0.33562 0.075 0.189 0.060 0.26
H 2.57939 5.11784 -2.32660 -0.303 -0.239 -0.006 0.38
H 3.24766 -1.56235 3.83528 -0.280 -0.018 1.035 0.62
H 3.64527 -0.54534 -0.88648 -0.135 0.115 1.044 0.15
H 2.33830 -5.21270 1.46531 -0.211 0.643 -0.402 0.37
H -0.33486 -3.12538 -3.81437 -0.928 0.745 -0.468 0.35
H 0.79300 5.10287 -2.33455 0.402 -0.076 0.184 0.29
H -0.69235 6.27752 -0.36187 -0.185 0.002 0.097 0.30
H 2.34748 -1.52025 -2.05858 -0.637 -0.444 -0.078 -0.19
H -2.16051 -3.08309 -1.68577 -0.131 0.039 -0.439 0.05
H -5.20397 0.61823 1.14328 -0.043 1.029 -0.938 0.43
H -1.83909 0.49933 3.84785 -0.029 -0.247 -0.294 0.47
H -5.67169 -1.04553 1.37796 0.792 0.358 0.132 0.31
H -2.14820 -2.45266 3.45862 -0.399 0.290 0.140 0.26
H 2.93255 2.05927 1.88159 -0.065 0.106 0.130 -0.19
H -4.69023 0.39778 -2.75936 0.347 -0.309 0.642 0.36
H 2.24486 1.09086 -2.26522 -0.670 0.860 -0.672 -0.30
H -4.00815 4.53068 0.61959 0.198 0.316 -0.036 0.46
H -4.56855 1.10464 -1.13946 0.139 -0.290 -0.217 0.12
H 5.44035 -1.67752 2.88219 -0.210 0.112 -0.282 0.40
H 0.96090 1.96592 -3.28438 0.527 -0.046 0.516 0.33
H -2.58148 4.35005 -2.63430 0.190 0.006 0.293 0.56
H 3.79692 2.10175 0.00839 0.002 -0.161 -0.209 0.20
H 2.31604 5.47535 1.07699 -0.338 0.103 0.455 0.25
H 2.02358 1.84659 3.37077 0.336 -0.256 0.465 0.20
H -1.22402 -5.62021 0.88324 0.028 0.377 -0.339 0.25
H 2.34229 -2.12016 -3.69016 0.520 -0.438 -0.321 0.54
H -3.39835 3.33240 1.70376 0.471 0.068 -0.070 0.35
H 1.40035 -6.05230 -1.88936 0.262 -0.286 -0.161 0.35
H -0.73709 3.00413 3.85643 -0.408 -0.490 -0.063 0.25
H -2.44668 6.22134 -0.65238 -0.086 0.169 -0.120 0.40
H -5.38755 -0.41942 -1.35200 0.151 -0.039 -0.002 0.43
H -1.08908 3.34837 -2.58711 -0.619 0.461 0.374 0.11
H -3.15036 -2.48266 -3.06561 0.147 -0.191 -1.131 0.47
H 4.20494 3.27906 -1.24419 0.108 0.026 -0.317 0.51
H 4.47242 -4.10912 -0.60926 -0.061 0.168 0.168 0.29
H -2.61500 2.68172 -2.10439 -0.151 0.079 0.040 0.08
H -1.61023 -3.98390 0.09594 0.116 -1.344 0.295 -0.01
H -2.20532 -1.90969 0.43519 0.088 -0.261 -0.094 -1.48
H -3.99539 2.92797 0.15833 -0.505 -1.175 -0.766 0.14
H 5.65332 -1.21748 0.32772 0.474 -0.191 0.055 0.61
H -3.93687 -3.03949 -1.63041 0.223 0.159 0.092 0.32
H -2.18639 0.07450 -3.64228 -0.715 0.307 -0.142 0.60
```
Positions in Å, forces in eV/Å.

Output
Frontier orbital gap   7.65 eV
M   829.0 g mol⁻¹
Energy above the lowest of the compared OMol25 structures with the same formula, charge and spin   0.0 kcal/mol
HOMO energy   -0.381 Ha
Total charge   +1
Lowest unoccupied orbital energy   -2.72 eV


Computed, not measured: an isolated molecule of C16H19N5OS3 at a distorted geometry, with the ωB97M-V functional and the def2-TZVPD basis.

XYZ file:
```
44
Properties=species:S:1:pos:R:3:forces:R:3:nbo_charge:R:1
S -4.29987 1.68601 0.79438 0.555 3.512 -0.182 0.44
S 4.20315 -0.23772 1.39500 -2.209 -3.054 4.096 0.38
S 0.10400 -0.36885 -1.16009 3.031 -2.159 -0.929 0.18
O 0.34639 -3.50144 0.85604 -0.290 0.208 1.276 -0.59
N -1.95667 -1.53780 -0.12542 -4.551 -14.158 2.416 -0.55
N 4.20450 0.05303 -1.16399 -2.815 -2.883 4.642 -0.22
N 3.08244 -0.96457 -0.77551 1.546 0.075 -0.935 -0.34
N 2.00552 -2.09342 1.05926 3.500 2.622 0.076 -0.63
N -3.98080 -0.98322 0.89642 2.723 1.026 -2.924 -0.42
C 5.83101 1.29095 -0.17573 0.071 -3.280 18.497 -0.31
C -3.43926 0.37206 0.35350 -0.491 -4.533 2.054 -0.07
C -1.93263 1.99380 -0.36698 -1.457 2.764 2.648 -0.06
C -4.18235 -3.80911 -0.55299 -0.794 -0.207 -12.514 -0.60
C -2.91301 2.81093 0.21876 -1.575 -5.916 -0.657 -0.08
C -1.37565 -0.58243 -0.38841 0.676 10.957 -1.647 0.16
C -3.56512 -3.43421 0.48328 3.227 7.154 14.480 -0.39
C -0.65483 2.61051 -0.79775 0.988 1.466 7.117 -0.60
C 0.99923 -2.58505 0.38569 -4.179 -4.416 -3.798 0.65
C 3.02576 -1.37374 0.44174 1.416 3.917 -0.919 0.27
C 5.48698 2.70823 0.68193 3.448 -2.545 1.070 -0.61
C -3.15870 -1.95174 0.45434 -0.023 3.714 0.204 0.44
C -2.20608 0.64584 -0.18589 0.615 -1.727 -0.262 -0.20
C 4.72694 0.37551 0.04512 0.176 1.161 -8.293 -0.09
C -3.09698 4.18969 0.21237 -1.827 0.267 9.351 -0.67
C 0.65748 -2.41795 -1.15937 2.805 6.754 6.346 -0.36
H -4.92810 -3.20330 -0.93195 -1.949 1.169 -0.336 0.22
H -4.42014 -3.28360 1.47284 2.213 -0.771 -2.454 0.18
H 4.71834 3.07305 0.12822 -2.973 1.023 -1.048 0.20
H -3.45605 -3.84765 -1.47771 -0.812 0.146 1.201 0.18
H -0.22148 -2.68332 -1.44404 -5.066 -2.946 -1.547 0.23
H -2.78593 -4.01620 0.94218 0.482 -0.402 -0.297 0.24
H -0.57927 2.27975 -1.71065 1.671 -1.008 -5.276 0.21
H 1.52401 -2.36330 -1.64340 2.996 -0.203 -2.868 0.24
H -0.82030 3.72160 -0.64532 0.895 -1.291 -0.711 0.21
H 6.75471 0.66618 0.40832 -1.870 2.198 -1.916 0.20
H -2.25479 4.70755 0.65150 0.586 -0.087 1.544 0.22
H 5.17670 2.44884 1.83975 1.238 1.225 -3.058 0.22
H 6.32115 3.46423 0.35394 -1.105 -1.419 1.779 0.22
H 0.29144 2.20969 -0.03033 -2.635 1.265 -2.477 0.22
H 2.13852 -2.35134 2.01611 -0.201 -0.434 0.289 0.43
H -4.42016 -4.73535 -0.49768 -2.411 -6.219 0.179 0.22
H -2.97451 4.67591 -0.53491 0.793 4.828 -10.720 0.21
H 6.01223 1.59076 -0.97142 2.817 3.849 -13.486 0.17
H -3.98785 4.75122 0.64883 0.765 -1.641 -0.009 0.24
```
Positions in Å, forces in eV/Å.

Output
SMILES   CCc1nc(SCC(=O)Nc2nnc(CC)s2)c2c(C)c(C)sc2n1
Frontier orbital gap   8.19 eV
M   393.6 g mol⁻¹
Energy above the lowest of the compared OMol25 structures with the same formula, charge and spin   336.8 kcal/mol
HOMO energy   -0.292 Ha
Total charge   0
Lowest unoccupied orbital energy   0.24 eV


Computed, not measured: an isolated molecule of C4H8S at a distorted geometry, with the ωB97M-V functional and the def2-TZVPD basis.

XYZ file:
```
13
Properties=species:S:1:pos:R:3:forces:R:3:nbo_charge:R:1
S 1.85109 0.68252 0.59466 -2.141 -1.977 0.080 0.09
C 2.45533 -0.73487 -0.45218 0.752 1.652 -0.618 -0.75
C -0.01900 -0.02198 0.74295 4.525 -0.861 0.858 -0.26
C -0.91939 0.68041 0.16672 -1.970 3.958 -1.229 -0.22
C -2.46447 0.42232 0.05397 1.978 -1.037 0.889 -0.65
H -0.45905 1.69699 -0.21631 -1.473 -1.988 0.401 0.22
H -2.48857 -0.54406 -0.52105 -0.777 0.838 0.811 0.23
H -2.98458 0.42615 1.06554 0.761 -0.448 -1.304 0.23
H -2.88578 1.21455 -0.51395 -0.452 0.499 -0.642 0.22
H -0.05680 -0.99600 1.22966 -0.156 0.271 -0.077 0.21
H 3.08042 -0.31131 -1.25714 -1.350 0.472 -0.677 0.22
H 3.33899 -1.25029 -0.11153 -0.619 -1.168 1.562 0.22
H 1.55184 -1.26441 -0.78135 0.922 -0.210 -0.054 0.23
```
Positions in Å, forces in eV/Å.

Output
SMILES   C/C=C/SC
Frontier orbital gap   9.43 eV
M   88.2 g mol⁻¹
Energy above the lowest of the compared OMol25 structures with the same formula, charge and spin   37.8 kcal/mol
HOMO energy   -0.311 Ha
Total charge   0
Lowest unoccupied orbital energy   0.97 eV


Computed, not measured: C18H27As2CuN as an isolated structure, with the ωB97M-V functional and the def2-TZVPD basis.

XYZ file:
```
49
Properties=species:S:1:pos:R:3:forces:R:3:nbo_charge:R:1
As -2.71594 -0.17902 -0.37265 -0.278 -0.245 0.062 0.89
As 0.09685 -0.08448 2.91818 -0.098 0.068 0.198 0.92
Cu -0.48913 -0.06486 -0.34578 0.076 0.100 -0.207 0.58
N 1.27638 -0.14070 -0.29858 0.331 -0.042 -0.224 -1.21
C 4.59794 -0.90039 -1.70453 -0.085 0.011 0.048 -0.21
C 3.60240 -0.37909 -0.89950 0.051 -0.055 -0.086 -0.33
C -7.60672 0.25766 -1.01368 0.038 0.024 -0.071 -0.21
C -6.29092 0.66824 -1.18660 -0.056 -0.057 -0.067 -0.23
C 2.20096 -0.65150 -1.10404 -0.069 0.070 0.116 0.20
C -3.40608 -1.43408 0.95043 -0.127 0.026 -0.001 -0.97
C 4.31202 -1.74108 -2.78350 -0.070 0.006 -0.003 -0.38
C 2.96531 -2.03769 -3.02109 0.039 0.076 0.093 -0.20
C -3.37663 -1.06830 -1.97315 -0.089 -0.009 -0.001 -0.96
C -5.98563 0.69758 1.18122 -0.041 -0.012 0.081 -0.17
C -1.23137 1.37317 2.75399 -0.007 0.059 -0.072 -0.97
C -7.29861 0.28543 1.35896 0.049 0.022 0.045 -0.21
C 1.95716 -1.52440 -2.22919 0.069 0.025 0.049 -0.33
C 1.66332 1.04803 2.66782 0.110 0.022 0.009 -0.97
C -4.03580 1.31059 -0.27476 0.168 -0.142 0.024 -0.74
C -8.11677 0.06125 0.26043 0.023 -0.005 0.011 -0.24
C -5.45575 0.88841 -0.09389 -0.014 0.126 -0.010 -0.03
C 0.12685 -0.01409 4.90317 0.016 0.006 0.037 -0.97
H 0.25071 1.01331 5.25518 -0.005 -0.031 -0.009 0.20
H 2.55144 0.48805 2.96472 -0.010 0.007 0.017 0.22
H -1.23655 1.72732 1.72178 0.013 0.006 -0.005 0.22
H 0.96398 -0.61282 5.26577 -0.011 0.000 0.005 0.21
H -2.99555 -2.41082 0.69947 0.049 -0.002 0.011 0.24
H -8.23881 0.09818 -1.87929 0.032 -0.004 0.006 0.21
H -0.96995 2.20644 3.41030 0.010 -0.027 0.001 0.21
H -4.44053 -1.29130 -1.88944 0.000 -0.011 -0.006 0.22
H 0.91898 -1.77235 -2.43090 -0.022 -0.016 -0.019 0.18
H -3.69765 1.95411 0.53605 -0.021 0.033 0.032 0.24
H -9.14152 -0.25954 0.39737 0.003 0.005 -0.002 0.21
H 5.09871 -2.14207 -3.41160 -0.009 -0.006 0.012 0.18
H 1.58375 1.96072 3.26561 -0.014 -0.044 0.000 0.19
H 3.86019 0.27410 -0.07123 -0.004 -0.009 -0.002 0.18
H -3.05994 -1.16378 1.94672 0.022 0.029 -0.014 0.24
H -3.88744 1.84198 -1.21426 -0.040 0.093 -0.008 0.23
H -3.19504 -0.44432 -2.84695 0.020 0.022 0.006 0.23
H -2.81354 -1.99234 -2.08912 0.017 -0.008 -0.005 0.24
H 5.63468 -0.65149 -1.48861 -0.012 0.024 0.014 0.18
H -7.68703 0.14094 2.36001 0.025 0.009 -0.009 0.21
H -5.90142 0.82335 -2.18629 -0.019 0.005 -0.005 0.21
H 2.70492 -2.69047 -3.85067 -0.030 -0.003 -0.007 0.18
H -5.35194 0.87598 2.04315 -0.022 -0.015 0.010 0.21
H -2.23414 1.02198 3.00900 0.019 -0.038 0.011 0.20
H 1.74772 1.25214 1.59978 -0.038 -0.054 -0.034 0.29
H -4.49472 -1.47786 0.92969 0.007 -0.042 0.003 0.22
H -0.79337 -0.42659 5.32129 0.002 0.001 -0.033 0.21
```
Positions in Å, forces in eV/Å.

Output
Frontier orbital gap   4.16 eV
M   470.8 g mol⁻¹
Energy above the lowest of the compared OMol25 structures with the same formula, charge and spin   0.0 kcal/mol
HOMO energy   -0.064 Ha
Total charge   -1
Lowest unoccupied orbital energy   2.43 eV


Computed, not measured: a 2-piece molecular cluster, C9H14O overall at a distorted geometry, with the ωB97M-V functional and the def2-TZVPD basis.

XYZ file:
```
24
Properties=species:S:1:pos:R:3:forces:R:3:nbo_charge:R:1
O -2.19564 1.30917 -1.49371 -0.010 0.848 -0.524 -0.69
C -1.09560 1.49245 -0.68367 -1.295 -1.079 -1.309 0.31
C -0.80408 -2.34162 -0.77813 1.750 -0.092 -1.059 -0.62
C 0.97403 2.53966 -0.31793 2.067 0.097 -0.034 -0.16
C -0.91340 0.65041 0.38366 1.801 0.219 1.194 -0.31
C -1.20591 -3.58525 0.00806 -0.188 1.092 0.878 -0.61
C 1.36512 1.59408 0.68258 -2.624 1.029 -0.862 -0.08
C 0.35403 0.70892 1.00557 0.102 -1.461 0.626 -0.16
C -0.13427 2.40271 -1.13101 -0.439 0.122 1.277 -0.28
C 2.68174 1.46957 1.32967 1.767 0.920 0.672 -0.64
H 3.32267 2.37302 1.26861 -0.434 -0.287 -0.605 0.22
H -0.21428 -1.56861 -0.31069 0.187 -0.227 1.129 0.22
H 2.70617 1.34027 2.43292 -0.587 -0.541 -0.680 0.22
H -1.99013 -4.07394 -0.58729 0.270 -0.267 0.622 0.21
H -0.01534 -2.65017 -1.54454 -1.745 0.418 0.043 0.21
H 3.22187 0.66001 0.82214 0.122 0.081 0.425 0.22
H -2.86907 0.73246 -1.12996 0.201 -0.130 0.397 0.48
H -1.65990 -1.73850 -1.11404 0.205 -0.682 -0.671 0.20
H -0.35217 -4.23741 0.21140 -0.204 -0.066 -0.321 0.21
H 0.64778 -0.09859 1.71435 -0.600 0.654 -0.285 0.20
H -1.56495 -3.26619 1.01882 -0.205 -0.501 -0.789 0.20
H -1.60006 -0.12491 0.73579 -0.028 0.532 -0.461 0.22
H 1.66980 3.36372 -0.53168 -0.157 -0.432 -0.081 0.20
H -0.32841 3.04873 -1.99091 0.044 -0.247 0.418 0.24
```
Positions in Å, forces in eV/Å.

Output
SMILES   Cc1ccc(O)cc1.CC
Frontier orbital gap   9.23 eV
M   138.2 g mol⁻¹
Energy above the lowest of the compared OMol25 structures with the same formula, charge and spin   24.6 kcal/mol
HOMO energy   -0.308 Ha
Total charge   0
Lowest unoccupied orbital energy   0.85 eV